The following is a quantum chemistry calculation of a structure of composition CuF2OP, from the OMol25 dataset.

XYZ file:
```
5
Properties=species:S:1:pos:R:3:forces:R:3:lowdin_spin:R:1
P 0.796625 1.060598 0.232397 -0.133 -3.856 -3.449 0.76
F -0.173749 1.779191 -0.974303 0.988 -0.776 1.348 0.11
O 1.154966 -0.849152 -0.636114 -1.736 3.484 2.375 0.03
F -1.235064 -0.176703 1.191994 -0.236 -0.925 -0.180 0.09
Cu -0.542778 -1.813934 0.186025 1.117 2.073 -0.095 0.01
```
Positions in Å, forces in eV/Å.

Summary:
* gap between HOMO and LUMO (spin up / spin down): 0.214 / 0.263 Eh
* net charge: -1
* LUMO level (spin up / spin down): 3.23 / 3.24 eV
* HOMO level (spin up / spin down): -2.59 / -3.92 eV
* 2S+1: 2